119
Properties=species:S:1:pos:R:3:mulliken_charge:R:1 method="wB97M-V/def2-TZVPD" max_force_ev_per_a=1.512 spin_multiplicity=1 homo_energy_ev=-8.4 lumo_energy_ev=0.43 gap_ev=8.86 smiles="CN(C)P(=O)(N(C)C)N(C)C.CC1(C)CCCC(C)(C)N1O.CN(C)C=O.CN(C)C=O.CN(C)C=O.CN(C)C=O.CN(C)C=O" total_energy_ha=-2547.122888
C -2.93 -1.97 -2.79 0.08
O -2.20 -2.82 -2.30 -0.64
N -4.26 -2.08 -2.96 0.14
C -5.02 -3.24 -2.52 -0.81
C -5.03 -0.92 -3.36 -0.67
H -2.53 -1.00 -3.11 0.31
H -5.72 -2.96 -1.74 0.31
H -4.37 -4.04 -2.20 0.13
H -5.61 -3.56 -3.38 0.41
H -5.67 -1.15 -4.22 0.31
H -5.65 -0.55 -2.54 0.32
H -4.39 -0.07 -3.58 0.05
C 0.11 2.39 -0.02 -0.08
O 0.57 3.45 -0.39 -0.61
N -0.25 1.37 -0.85 0.50
C -0.64 0.08 -0.34 -0.62
C 0.06 1.44 -2.27 -0.97
H -0.05 2.09 1.03 0.37
H -1.29 -0.40 -1.07 -0.10
H -1.06 0.07 0.66 0.45
H 0.22 -0.60 -0.22 0.33
H 0.41 0.49 -2.69 0.55
H -0.83 1.74 -2.83 -0.23
H 0.87 2.15 -2.39 0.41
C -1.12 4.10 -5.79 0.36
O -0.77 5.26 -5.86 -0.64
N -0.38 3.06 -6.23 0.12
C -0.84 1.70 -6.05 -0.82
C 0.72 3.26 -7.16 -0.99
H -2.04 3.78 -5.29 0.15
H -1.87 1.62 -5.70 0.22
H -0.23 1.19 -5.29 0.20
H -0.76 1.13 -6.97 0.41
H 1.54 2.59 -6.90 0.32
H 0.40 3.00 -8.17 0.32
H 0.98 4.32 -7.12 0.33
C -3.84 3.30 -2.97 -0.26
O -3.19 2.39 -3.47 -0.47
N -3.34 4.41 -2.42 0.30
C -4.25 5.45 -1.96 -1.06
C -1.92 4.64 -2.35 -0.34
H -4.94 3.24 -2.95 0.39
H -4.78 5.93 -2.79 0.35
H -3.66 6.25 -1.51 0.37
H -4.96 5.10 -1.21 0.34
H -1.47 3.67 -2.54 -0.36
H -1.48 5.37 -3.03 0.29
H -1.56 4.92 -1.36 0.48
C 2.09 7.40 2.04 0.13
O 2.27 8.58 2.29 -0.60
N 3.00 6.43 2.28 0.18
C 4.25 6.72 2.96 -0.91
C 2.72 5.05 1.89 -1.00
H 1.14 7.02 1.64 0.33
H 5.03 6.07 2.54 0.29
H 4.13 6.46 4.01 0.31
H 4.51 7.77 2.82 0.32
H 3.59 4.63 1.38 0.29
H 2.35 4.40 2.69 0.34
H 2.01 5.08 1.06 0.31
O 2.81 1.95 3.26 -0.85
P 3.49 0.67 2.96 -0.01
N 2.36 -0.54 2.80 0.61
C 0.95 -0.24 3.03 -0.11
C 2.72 -1.92 2.66 -1.01
N 4.60 0.34 4.13 0.36
C 5.45 -0.84 4.10 -1.19
C 4.53 1.10 5.38 -1.12
N 4.32 0.61 1.53 0.42
C 5.72 1.06 1.49 -1.24
C 3.62 0.54 0.26 -0.91
H 0.36 -0.99 2.48 -0.23
H 0.66 0.72 2.62 -0.15
H 0.70 -0.28 4.09 0.33
H 2.85 -2.41 3.65 0.26
H 3.70 -2.10 2.20 0.26
H 1.97 -2.46 2.08 0.45
H 5.57 -1.17 3.06 0.40
H 6.44 -0.59 4.46 0.39
H 4.95 -1.66 4.62 0.33
H 5.00 2.08 5.29 0.26
H 3.49 1.16 5.70 0.29
H 5.09 0.53 6.13 0.46
H 5.86 1.91 2.16 0.38
H 6.42 0.27 1.74 0.25
H 5.91 1.43 0.48 0.50
H 2.69 0.00 0.39 0.04
H 4.26 0.03 -0.47 0.48
H 3.44 1.53 -0.18 0.35
C -3.51 -4.70 2.36 -1.67
C -2.23 -4.13 1.72 1.95
C -1.11 -3.97 2.75 -0.36
C -0.44 -5.31 3.04 -0.89
C 0.08 -5.93 1.74 -1.08
C -1.05 -6.15 0.74 1.68
N -1.70 -4.87 0.57 0.31
O -2.73 -4.94 -0.42 -0.44
C -0.39 -6.56 -0.58 -2.10
C -1.95 -7.33 1.14 -1.86
C -2.60 -2.75 1.20 -2.07
H -3.51 -5.77 2.51 0.33
H -4.39 -4.39 1.81 0.30
H -3.66 -4.26 3.35 0.40
H -0.37 -3.22 2.48 -0.54
H -1.56 -3.70 3.71 0.59
H -1.16 -6.02 3.45 0.32
H 0.32 -5.21 3.81 0.43
H 0.57 -6.88 1.95 0.47
H 0.83 -5.26 1.30 0.32
H 0.38 -7.32 -0.40 0.49
H -1.10 -7.04 -1.26 0.39
H 0.04 -5.71 -1.11 0.39
H -2.25 -7.29 2.18 0.38
H -2.82 -7.38 0.48 0.31
H -1.41 -8.28 1.06 0.47
H -1.79 -2.34 0.58 0.27
H -2.71 -2.00 1.99 0.56
H -3.44 -2.79 0.52 0.28
H -2.32 -4.43 -1.13 0.44